No. 1
A cluster of 3 separate species, C7H19NO2 in total, computed with ωB97M-V/def2-TZVPD.

2S+1	1
energy relative to the best compared isomer or geometry (same formula, charge and spin)	4.168	eV
maximum force	0.7	eV/A

Geometry (Å):
C (2.3381, 0.7293, 0.6236)
C (1.9968, 1.8823, 1.4865)
C (1.8474, -0.6175, 0.9270)
C (0.7666, 1.2270, -1.2305)
O (3.3951, 0.9163, -0.1577)
H (3.5924, 0.1151, -0.6642)
H (2.4950, 1.7636, 2.4577)
H (0.9184, 1.9056, 1.6498)
H (2.3290, 2.8155, 1.0357)
H (2.2825, -1.3842, 0.2847)
H (2.0365, -0.8638, 1.9779)
H (0.7471, -0.6189, 0.7971)
H (-0.1586, 1.4506, -1.7749)
H (1.3806, 2.1249, -1.2640)
H (1.2762, 0.4155, -1.7537)
C (-1.9235, -1.4347, -0.2003)
C (-2.0319, 0.0797, 0.0681)
C (-3.1189, -1.9702, -0.9813)
N (-0.9597, 0.7002, 0.8071)
O (-0.6939, -1.7696, -0.8690)
H (-0.5854, -1.1531, -1.6029)
H (-1.8564, -1.9531, 0.7621)
H (-0.8410, 0.1885, 1.6814)
H (0.1520, 0.9331, -0.1580)
H (-2.1168, 0.5797, -0.9092)
H (-3.0078, 0.2459, 0.5568)
H (-3.2014, -1.4630, -1.9476)
H (-4.0508, -1.8053, -0.4346)
H (-3.0078, -3.0394, -1.1673)

Cartesian forces (eV/Å) of the 2 atoms listed first:
C 0.239 0.121 -0.279
C 0.005 0.055 -0.076



No. 2
A cluster of 14 separate species, C27H79N2O15 in total at a distorted geometry, computed with ωB97M-V/def2-TZVPD.

E	-2313.93801	Eh
total charge	-1
2S+1	1
maximum force	12.5	eV/A

Geometry (Å):
C (4.2307, 1.8023, 20.4206)
C (3.5194, 2.7483, 21.3227)
O (3.9838, 3.8891, 21.4311)
O (2.6370, 2.2452, 22.0040)
H (4.8060, 2.3449, 19.6651)
H (3.6079, 1.0709, 19.9712)
H (4.9846, 1.2220, 20.9431)
C (7.4318, 3.4092, 21.2713)
O (6.5181, 4.2027, 21.9698)
H (7.4358, 3.7305, 20.2255)
H (7.0013, 2.4248, 21.3990)
H (8.3568, 3.2167, 21.7709)
H (5.6188, 4.0631, 21.6020)
C (1.2628, 0.9834, 24.8376)
O (1.0413, 2.1874, 24.2297)
H (0.4319, 0.7395, 25.4867)
H (2.1991, 1.0326, 25.4487)
H (1.2646, 0.2313, 24.0564)
H (1.5941, 2.1764, 23.4100)
C (3.5818, 4.6524, 24.6388)
O (2.6488, 4.6418, 23.5469)
H (4.0874, 5.5927, 24.6202)
H (4.3770, 3.9087, 24.5194)
H (3.0459, 4.5940, 25.5114)
H (3.1364, 4.3206, 22.8054)
C (3.7932, 1.4572, 16.2576)
O (2.9151, 0.4658, 15.7627)
H (3.6149, 2.4517, 15.8781)
H (4.8082, 1.1944, 16.1186)
H (3.7550, 1.5434, 17.3336)
H (3.1575, 0.2845, 14.8513)
C (7.0554, 1.7041, 17.7399)
O (6.5447, 3.0737, 17.8366)
H (6.8115, 1.2372, 18.6836)
H (8.0515, 1.6483, 17.6736)
H (6.7648, 1.0847, 16.8129)
H (6.0653, 3.3345, 17.0174)
C (2.7617, -1.3783, 18.1596)
O (1.6130, -0.9039, 17.5007)
H (3.1430, -2.3200, 17.8278)
H (2.6520, -1.3694, 19.2196)
H (3.6390, -0.7710, 18.0076)
H (1.9207, -0.3745, 16.7550)
C (5.6243, 1.1867, 24.3373)
O (5.9966, 0.0775, 25.0640)
N (6.4006, 2.2103, 24.2072)
N (4.4244, 1.3073, 23.8100)
H (7.3503, 2.2026, 24.6526)
H (6.3295, 3.0093, 23.5861)
H (3.9161, 0.4404, 23.9067)
H (3.9931, 2.0018, 23.2313)
C (5.8388, 7.9437, 23.0094)
C (4.5595, 8.6560, 22.6159)
C (3.4585, 7.5998, 22.3388)
O (4.0378, 9.4832, 23.3999)
H (5.7854, 7.5206, 24.0351)
H (6.6589, 8.6277, 23.1901)
H (6.0890, 7.2043, 22.3043)
H (4.7883, 9.2097, 21.7352)
H (3.8162, 6.6408, 22.0193)
H (2.9299, 8.0015, 21.4294)
H (2.7283, 7.3875, 23.0960)
H (4.7553, 10.0202, 23.7024)
C (-0.3151, 1.4099, 18.1728)
C (0.9536, 1.7500, 18.9281)
C (1.3599, 3.1876, 18.4973)
O (0.7703, 1.8606, 20.1613)
H (-0.1914, 1.6726, 17.1239)
H (-1.1875, 1.9379, 18.5459)
H (-0.4731, 0.3159, 18.3353)
H (1.7872, 1.0399, 18.9035)
H (1.7558, 3.2480, 17.4846)
H (2.1363, 3.5881, 19.1945)
H (0.5841, 3.8679, 18.4261)
H (1.6375, 2.1133, 20.5540)
C (1.6699, -2.5906, 23.4702)
C (3.0444, -1.9331, 23.3986)
C (3.1496, -1.1221, 22.1264)
O (3.2911, -1.1918, 24.3233)
H (1.5296, -3.0531, 24.4147)
H (1.5030, -3.3977, 22.7356)
H (0.9755, -1.7910, 23.3681)
H (3.8630, -2.6927, 23.2681)
H (2.7314, -1.6769, 21.2472)
H (4.1031, -0.9039, 21.7944)
H (2.6172, -0.1918, 22.1975)
H (3.4790, -1.8048, 25.0820)
C (8.0938, -0.4178, 20.4733)
C (8.0807, -0.0968, 21.9798)
C (7.9873, -1.3634, 22.8129)
O (9.1120, 0.4438, 22.3873)
H (8.3710, 0.4130, 19.8686)
H (7.0892, -0.7236, 20.2090)
H (8.7496, -1.2319, 20.2260)
H (7.2199, 0.4397, 22.1506)
H (8.0060, -1.1440, 23.8585)
H (8.7602, -2.0059, 22.5190)
H (7.1037, -1.9741, 22.7208)
H (9.9059, -0.1407, 22.2746)
C (5.5178, 6.1412, 19.2766)
C (4.0406, 6.0780, 18.8173)
C (3.8639, 5.1486, 17.6190)
O (3.2324, 5.8600, 19.7489)
H (5.5855, 6.8026, 20.1107)
H (6.1644, 6.5466, 18.4959)
H (5.8227, 5.1369, 19.5312)
H (3.8168, 7.0697, 18.4620)
H (2.8125, 5.3764, 17.3092)
H (3.9564, 4.1237, 17.8822)
H (4.5625, 5.3576, 16.8316)
H (3.5951, 5.0761, 20.2159)
C (-1.5068, 3.4558, 21.1865)
C (-0.5029, 4.1722, 22.0985)
C (0.3024, 5.1706, 21.3282)
O (-0.9989, 4.8331, 23.0241)
H (-1.7238, 2.4932, 21.5746)
H (-1.1609, 3.3094, 20.1662)
H (-2.4786, 3.9779, 21.2024)
H (0.1823, 3.4347, 22.3897)
H (0.9442, 4.8068, 20.5082)
H (0.8767, 5.8580, 21.9613)
H (-0.3838, 5.8851, 20.9047)
H (-0.3419, 4.9246, 23.7103)

Cartesian forces (eV/Å) of the 2 atoms listed first:
C 1.513 0.330 -1.283
C 1.373 -1.725 -0.651



No. 3
A cluster of 2 separate species, C5H16N2O in total at a distorted geometry, computed with ωB97M-V/def2-TZVPD.

SMILES	C[C@H](N)CN(C)C.O
2S+1	1
energy relative to the best compared isomer or geometry (same formula, charge and spin)	2.880	eV
maximum force	5.8	eV/A

Geometry (Å):
N (0.0734, 0.9537, 1.7391)
C (0.5070, 1.0432, 0.3223)
C (1.9692, 1.3304, 0.3665)
C (0.1869, -0.3517, -0.3119)
N (-0.8730, -0.1976, -1.2942)
C (-2.2996, -0.0273, -0.6614)
C (-0.8626, -1.1290, -2.3060)
H (0.1668, 1.6132, 2.4740)
H (-0.8365, 0.6743, 1.9746)
H (0.0256, 1.8905, -0.2128)
H (2.3837, 0.5169, 1.0297)
H (2.5472, 1.2121, -0.6035)
H (2.2194, 2.3362, 0.7306)
H (1.0751, -0.7418, -0.8089)
H (-0.2835, -1.0962, 0.4203)
H (-2.3473, 0.7686, -0.0481)
H (-2.6506, -1.0234, -0.2565)
H (-3.0653, 0.0775, -1.3421)
H (-0.1037, -1.9803, -2.1736)
H (-1.8681, -1.3934, -2.7960)
H (-0.4780, -0.5841, -3.3048)
H (2.1584, -1.6440, 2.7879)
H (1.0921, -0.6763, 1.9608)
O (1.2635, -1.5713, 2.3140)

Cartesian forces (eV/Å) of the 2 atoms listed first:
N 0.495 -0.621 0.194
C -0.977 0.390 0.914



No. 4
A cluster of 2 separate species, C7H12 in total, computed with ωB97M-V/def2-TZVPD.

SMILES	CC1C=C1.C=CC
2S+1	1
energy relative to the best compared isomer or geometry (same formula, charge and spin)	3.227	eV
maximum force	0.3	eV/A

Geometry (Å):
C (-2.0672, -0.5413, 0.6902)
C (-1.9755, -0.8417, -0.7971)
C (-0.6633, -0.8544, -1.5285)
C (1.9884, 2.0955, -0.6349)
C (1.3213, 1.3093, 0.2064)
C (1.8961, 0.1263, 0.9299)
C (-1.2008, -2.0139, -1.3247)
H (-2.1812, 0.5345, 0.8765)
H (-2.9300, -1.0427, 1.1461)
H (-1.1663, -0.8812, 1.2143)
H (-2.8676, -0.5241, -1.3497)
H (0.1505, -0.2510, -1.9025)
H (3.0417, 1.9334, -0.8561)
H (1.5130, 2.9366, -1.1334)
H (1.7731, 0.2266, 2.0151)
H (0.2665, 1.5134, 0.3965)
H (1.3774, -0.7955, 0.6360)
H (2.9624, 0.0024, 0.7160)
H (-1.1607, -3.0883, -1.4191)

Cartesian forces (eV/Å) of the 2 atoms listed first:
C 0.032 -0.002 0.059
C -0.246 0.136 0.098